ORCA calculation (ωB97M-V/def2-TZVPD) on a structure of composition C16H20ClCuN4.

CARTESIAN COORDINATES (ANGSTROEM)
C -27.035 1.212 -7.781
H -32.572 3.165 -3.281
H -30.603 -3.767 -8.726
H -28.094 -2.531 -5.692
C -29.661 -3.087 -6.856
H -28.604 4.802 -2.843
C -29.402 2.912 -3.544
H -28.131 -4.268 -9.571
N -28.982 0.223 -7.938
N -30.621 2.308 -3.510
H -26.001 -1.664 -2.610
C -29.698 -3.613 -8.158
H -27.964 -2.443 -0.896
C -28.130 -2.028 -1.880
N -28.355 -2.944 -6.576
H -28.515 2.350 -3.798
C -28.290 0.003 -9.122
H -29.802 -0.944 -4.433
C -28.313 1.272 -7.241
H -27.437 -0.479 -4.654
Cl -31.532 -0.102 -5.497
H -30.903 1.357 -3.702
C -31.502 3.311 -3.269
N -29.189 -1.196 -3.671
C -29.393 -1.799 -2.519
C -27.530 -3.357 -7.610
C -30.842 4.469 -2.834
H -29.868 -0.194 -7.690
H -28.669 -0.652 -9.893
H -26.140 0.134 -9.509
Cu -32.917 1.364 -7.056
H -30.453 -2.681 -6.245
C -28.353 -3.884 -8.586
C -27.815 -1.064 -3.829
C -27.008 0.390 -8.921
C -27.072 -1.643 -2.752
H -26.210 1.788 -7.390
H -31.284 5.373 -2.442
H -26.463 -3.241 -7.488
C -29.439 4.123 -2.923
H -28.828 1.839 -6.480
H -30.383 -1.952 -2.116

F_max = 3.71 eV/Å
LUMO level (spin up / spin down) = -0.1837 / -0.2629 Eh
E_HOMO (spin up / spin down) = -0.3838 / -0.3838 Eh
spin multiplicity = 2
charge = +1